A 10-piece molecular cluster, C90H190N10O10 overall. Source: the Open Molecules 2025 dataset; level of theory: ωB97M-V/def2-TZVPD.

```
300
Properties=species:S:1:pos:R:3
C -0.840 19.459 13.632
C -2.070 20.191 14.206
C -1.734 21.663 14.427
C -3.192 20.068 13.147
C -3.788 18.664 13.076
C -4.208 18.053 14.441
C -3.220 18.343 15.597
C -4.097 18.366 16.871
C -2.139 17.228 15.653
N -2.617 19.654 15.471
O -1.872 20.007 16.601
H -0.528 19.997 12.734
H -0.059 19.359 14.387
H -1.031 18.464 13.230
H -1.175 21.999 13.551
H -2.542 22.370 14.615
H -1.033 21.762 15.258
H -3.940 20.841 13.346
H -2.861 20.343 12.142
H -4.626 18.684 12.376
H -3.114 17.937 12.616
H -4.309 16.972 14.315
H -5.230 18.280 14.754
H -3.444 18.387 17.748
H -4.622 17.418 17.007
H -4.773 19.216 16.923
H -1.549 16.979 14.773
H -2.387 16.300 16.173
H -1.408 17.656 16.352
H -2.369 20.746 16.969
C 1.409 21.168 17.730
C 1.960 19.795 18.166
C 1.974 18.845 16.939
C 3.388 20.178 18.692
C 3.987 18.998 19.454
C 3.149 18.551 20.599
C 1.705 18.241 20.107
C 1.653 16.816 19.478
C 0.890 18.227 21.417
N 1.139 19.319 19.288
O -0.193 19.162 18.933
H 1.927 21.569 16.858
H 0.357 21.107 17.439
H 1.472 21.838 18.586
H 1.953 19.322 15.957
H 2.753 18.086 16.914
H 0.973 18.402 16.868
H 3.952 20.421 17.789
H 3.293 21.086 19.287
H 4.126 18.247 18.670
H 5.001 19.284 19.749
H 3.136 19.332 21.362
H 3.691 17.700 21.016
H 2.245 16.083 20.027
H 2.079 16.748 18.476
H 0.626 16.462 19.365
H 0.995 19.061 22.108
H 1.184 17.365 22.028
H -0.163 18.017 21.220
H -0.171 18.463 18.257
C -0.087 27.565 10.764
C 1.162 26.674 10.754
C 1.244 25.854 9.458
C 2.405 27.661 10.751
C 2.582 28.414 12.084
C 2.737 27.357 13.193
C 1.587 26.292 13.207
C 2.048 25.154 14.169
C 0.436 26.978 13.999
N 1.296 25.747 11.879
O 0.156 24.911 11.957
H -0.818 27.208 11.493
H 0.125 28.568 11.136
H -0.560 27.632 9.786
H 0.422 25.134 9.509
H 0.947 26.495 8.626
H 2.162 25.312 9.240
H 3.376 27.150 10.742
H 2.470 28.281 9.856
H 3.476 29.033 11.966
H 1.821 29.191 12.195
H 2.641 27.968 14.094
H 3.728 26.903 13.187
H 3.094 24.868 14.022
H 1.342 24.323 14.153
H 2.060 25.504 15.202
H 0.338 28.013 13.669
H 0.547 26.902 15.078
H -0.539 26.510 13.838
H 0.492 24.054 11.670
C 8.722 15.396 12.860
C 8.190 16.747 13.412
C 9.187 17.883 13.319
C 6.951 17.187 12.534
C 5.609 16.582 12.869
C 5.282 16.724 14.340
C 6.428 16.173 15.185
C 6.167 16.679 16.614
C 6.307 14.617 15.215
N 7.722 16.693 14.784
O 8.733 16.251 15.669
H 9.484 15.470 12.090
H 9.048 14.723 13.656
H 7.823 14.863 12.540
H 8.833 18.903 13.475
H 9.940 17.707 14.093
H 9.751 17.938 12.384
H 6.977 18.276 12.616
H 7.298 17.016 11.511
H 4.808 17.030 12.279
H 5.663 15.535 12.559
H 4.456 16.050 14.577
H 5.040 17.731 14.683
H 6.923 16.365 17.330
H 5.187 16.258 16.858
H 6.024 17.756 16.722
H 5.393 14.208 15.638
H 7.189 14.187 15.695
H 6.404 14.258 14.187
H 8.830 16.998 16.276
C 3.846 20.011 11.627
C 4.185 21.037 12.696
C 3.103 20.950 13.809
C 5.549 20.737 13.356
C 6.723 21.111 12.474
C 6.648 22.632 12.322
C 5.352 23.110 11.622
C 5.204 24.594 11.954
C 5.421 22.833 10.099
N 4.191 22.409 12.189
O 2.930 22.798 11.733
H 4.601 20.117 10.845
H 3.892 19.002 12.034
H 2.873 20.248 11.200
H 3.372 21.551 14.679
H 2.088 21.123 13.443
H 2.944 19.941 14.204
H 5.610 21.281 14.301
H 5.639 19.667 13.555
H 7.653 20.726 12.897
H 6.652 20.588 11.516
H 7.511 23.019 11.775
H 6.724 23.015 13.342
H 5.436 24.766 13.004
H 4.264 25.012 11.596
H 6.031 25.024 11.379
H 4.467 23.007 9.597
H 5.767 21.836 9.832
H 6.076 23.583 9.645
H 2.620 23.350 12.457
C 7.219 25.384 6.268
C 6.001 26.299 6.372
C 5.292 26.144 7.753
C 6.464 27.779 6.394
C 6.705 28.362 4.990
C 5.559 28.146 4.035
C 5.135 26.632 3.944
C 3.746 26.456 3.262
C 6.118 25.868 3.075
N 5.013 26.088 5.317
O 4.469 24.796 5.299
H 7.688 25.500 5.290
H 7.931 25.323 7.090
H 6.892 24.341 6.164
H 5.643 26.937 8.411
H 4.214 26.005 7.734
H 5.715 25.249 8.221
H 5.613 28.344 6.784
H 7.333 28.111 6.958
H 6.990 29.415 5.044
H 7.568 27.911 4.488
H 5.829 28.330 2.991
H 4.680 28.777 4.181
H 3.501 25.402 3.142
H 3.814 26.808 2.229
H 2.944 27.030 3.725
H 7.171 25.949 3.350
H 6.069 26.274 2.060
H 5.947 24.796 2.966
H 3.527 24.887 5.477
C 8.720 21.495 18.479
C 8.898 20.149 17.725
C 7.804 20.071 16.633
C 10.197 20.052 16.897
C 11.427 19.852 17.817
C 11.255 18.488 18.495
C 10.008 18.397 19.339
C 9.792 16.878 19.597
C 10.187 19.085 20.713
N 8.863 18.993 18.619
O 7.619 18.631 19.139
H 7.712 21.608 18.885
H 9.363 21.570 19.356
H 8.880 22.275 17.733
H 7.942 19.111 16.123
H 6.765 19.981 16.956
H 7.947 20.823 15.857
H 10.056 19.188 16.248
H 10.378 20.942 16.294
H 12.338 19.774 17.222
H 11.550 20.611 18.589
H 12.152 18.505 19.123
H 11.422 17.701 17.759
H 10.729 16.339 19.721
H 9.154 16.481 18.811
H 9.330 16.862 20.586
H 10.562 20.110 20.650
H 10.929 18.555 21.313
H 9.253 19.166 21.273
H 7.506 19.255 19.874
C 11.683 27.897 14.400
C 11.514 26.710 13.443
C 11.180 27.266 12.059
C 12.942 26.030 13.236
C 13.218 24.957 14.222
C 12.083 23.942 14.321
C 10.753 24.612 14.690
C 9.678 23.522 14.566
C 10.796 25.043 16.146
N 10.487 25.716 13.759
O 9.233 26.311 13.966
H 11.932 28.824 13.894
H 10.775 27.961 15.010
H 12.372 27.686 15.225
H 11.920 27.989 11.716
H 10.860 26.487 11.367
H 10.264 27.869 12.128
H 13.119 25.758 12.193
H 13.645 26.851 13.400
H 14.197 24.489 14.093
H 13.337 25.419 15.209
H 12.335 23.239 15.116
H 11.936 23.409 13.380
H 9.815 22.847 15.412
H 9.641 22.867 13.692
H 8.687 23.979 14.583
H 9.840 25.321 16.592
H 11.429 25.912 16.349
H 11.264 24.318 16.819
H 8.722 26.077 13.184
C 10.375 19.341 7.345
C 9.940 18.845 8.750
C 9.198 19.943 9.538
C 8.834 17.807 8.548
C 9.431 16.488 8.039
C 10.514 15.975 9.024
C 11.613 16.972 9.440
C 12.138 16.616 10.848
C 12.778 16.908 8.429
N 11.014 18.341 9.573
O 11.994 19.327 9.890
H 11.058 18.649 6.843
H 9.531 19.440 6.667
H 10.999 20.227 7.475
H 9.800 20.817 9.789
H 8.310 20.323 9.029
H 8.850 19.487 10.466
H 8.267 17.576 9.451
H 8.126 18.248 7.845
H 8.620 15.762 7.946
H 9.811 16.549 7.018
H 10.865 15.109 8.453
H 10.142 15.486 9.926
H 11.465 16.964 11.629
H 13.095 17.107 11.049
H 12.406 15.571 11.021
H 12.367 17.067 7.434
H 13.267 15.938 8.506
H 13.523 17.643 8.743
H 12.562 19.156 9.122
C 6.215 31.826 12.534
C 7.530 31.003 12.593
C 8.680 31.884 12.990
C 7.346 29.849 13.563
C 6.472 28.717 13.005
C 6.963 28.190 11.607
C 7.202 29.369 10.585
C 8.201 28.930 9.483
C 5.888 29.752 9.896
N 7.919 30.463 11.270
O 8.335 31.451 10.359
H 6.329 32.640 11.815
H 5.396 31.213 12.162
H 6.019 32.240 13.523
H 9.620 31.435 13.314
H 8.900 32.790 12.425
H 8.330 32.378 13.910
H 8.333 29.427 13.780
H 6.969 30.244 14.507
H 6.430 27.878 13.703
H 5.443 29.083 12.979
H 6.207 27.559 11.134
H 7.840 27.559 11.760
H 9.189 28.966 9.952
H 8.350 29.467 8.548
H 8.031 27.877 9.242
H 6.028 30.719 9.411
H 5.109 29.811 10.659
H 5.573 29.047 9.126
H 9.290 31.441 10.479
```

Properties
HOMO-LUMO gap (eV): 8.3
Highest occupied orbital energy (eV): -7.86
F_max (hartree/bohr): 0.0580
ΔE to the lowest compared entry with this formula, charge and spin (eV): 3.385
SMILES string: CC1(C)CCCC(C)(C)N1O.CC1(C)CCCC(C)(C)N1O.CC1(C)CCCC(C)(C)N1O.CC1(C)CCCC(C)(C)N1O.CC1(C)CCCC(C)(C)N1O.CC1(C)CCCC(C)(C)N1O.CC1(C)CCCC(C)(C)N1O.CC1(C)CCCC(C)(C)N1O.CC1(C)CCCC(C)(C)N1O.CC1(C)CCCC(C)(C)N1O

These are the Löwdin partial charges, in e, on atoms 1 to 99:
1. C -0.0256
2. C -0.4874
3. C -0.0285
4. C -0.1380
5. C -0.1671
6. C -0.1238
7. C -0.4961
8. C -0.0358
9. C -0.0187
10. N -0.1149
11. O -0.0340
12. H 0.0821
13. H 0.0758
14. H 0.0655
15. H 0.0783
16. H 0.0897
17. H 0.0699
18. H 0.1167
19. H 0.1191
20. H 0.1066
21. H 0.1002
22. H 0.1143
23. H 0.1057
24. H 0.0756
25. H 0.0859
26. H 0.0887
27. H 0.0718
28. H 0.0825
29. H 0.0569
30. H 0.1167
31. C -0.0336
32. C -0.4709
33. C -0.0068
34. C -0.1183
35. C -0.1979
36. C -0.1368
37. C -0.4724
38. C -0.0195
39. C -0.0496
40. N -0.1143
41. O -0.0092
42. H 0.0744
43. H 0.0610
44. H 0.0846
45. H 0.0505
46. H 0.0681
47. H 0.0648
48. H 0.1150
49. H 0.1136
50. H 0.1005
51. H 0.0997
52. H 0.1206
53. H 0.1245
54. H 0.0843
55. H 0.0582
56. H 0.0810
57. H 0.0812
58. H 0.0828
59. H 0.0756
60. H 0.0659
61. C -0.0142
62. C -0.4818
63. C -0.0316
64. C -0.1257
65. C -0.1848
66. C -0.1168
67. C -0.4607
68. C -0.0330
69. C -0.0398
70. N -0.0895
71. O -0.0188
72. H 0.0764
73. H 0.0710
74. H 0.0817
75. H 0.0793
76. H 0.0804
77. H 0.0737
78. H 0.0985
79. H 0.1219
80. H 0.0746
81. H 0.1012
82. H 0.1193
83. H 0.0975
84. H 0.0671
85. H 0.0818
86. H 0.0803
87. H 0.0751
88. H 0.0771
89. H 0.0791
90. H 0.0946
91. C 0.0038
92. C -0.4765
93. C -0.0298
94. C -0.1171
95. C -0.1679
96. C -0.1333
97. C -0.5053
98. C -0.0321
99. C -0.0171